Record 1
# C29H23N2O4PRhS2

C29H23N2O4PRhS2 as an isolated structure in a non-equilibrium geometry (ωB97M-V with the def2-TZVPD basis set, the OMol25 dataset).

Geometry as ORCA input:
```
! RIJCOSX wB97M-V def2-TZVPD def2/J DEFGRID3
* xyz 1 1
Rh 0.430 -0.323 0.315
O -2.089 2.932 -1.176
C -1.169 3.466 -2.016
C -1.567 4.597 -2.724
C -0.707 5.200 -3.616
C 0.575 4.690 -3.823
C 0.979 3.583 -3.114
C 0.122 2.954 -2.201
C 0.622 1.789 -1.455
O -0.249 1.132 -0.688
N 1.850 1.395 -1.547
N 2.064 0.319 -0.681
C 3.305 -0.124 -0.730
S 4.420 0.666 -1.782
C 5.739 -0.553 -1.532
C 5.649 -1.077 -0.117
S 3.905 -1.394 0.267
H -1.707 2.147 -0.757
H -2.564 4.980 -2.549
H -1.033 6.077 -4.160
H 1.245 5.161 -4.529
H 1.972 3.177 -3.249
H 6.689 -0.055 -1.715
H 5.606 -1.349 -2.263
H 6.032 -0.360 0.609
H 6.179 -2.021 -0.002
O 1.229 -1.978 1.534
C 0.165 -1.635 2.134
O -0.078 -0.410 2.404
C -0.985 -2.577 2.234
C -1.441 -3.177 3.393
C -2.575 -3.975 3.331
C -3.259 -4.141 2.133
C -2.813 -3.516 0.978
C -1.653 -2.750 1.024
P -0.959 -1.940 -0.448
C -2.343 -1.338 -1.391
C -2.498 -1.623 -2.746
C -3.567 -1.074 -3.439
C -4.455 -0.227 -2.792
C -4.288 0.076 -1.444
C -3.232 -0.473 -0.742
C -0.098 -3.214 -1.377
C -0.802 -4.358 -1.764
C -0.153 -5.362 -2.460
C 1.197 -5.235 -2.769
C 1.896 -4.103 -2.384
C 1.248 -3.090 -1.692
H -0.929 -3.014 4.332
H -2.941 -4.454 4.229
H -4.152 -4.751 2.101
H -3.372 -3.619 0.055
H -1.796 -2.270 -3.255
H -3.701 -1.303 -4.488
H -5.279 0.207 -3.341
H -4.978 0.744 -0.947
H -3.097 -0.239 0.308
H -1.851 -4.469 -1.520
H -0.699 -6.247 -2.759
H 1.700 -6.024 -3.312
H 2.948 -4.007 -2.619
H 1.790 -2.208 -1.393
*
```

Its relative energy (zero: lowest compared OMol25 entry of this formula, charge and spin) is 0.000 eV. The HOMO energy (alpha / beta) comes out at -0.390 / -0.390 Eh.



Record 2
# C6H4S4

A single C6H4S4 molecule in a non-equilibrium geometry (ωB97M-V with the def2-TZVPD basis set, the OMol25 dataset).

Geometry as ORCA input:
```
! RIJCOSX wB97M-V def2-TZVPD def2/J DEFGRID3
* xyz 0 1
C -2.202 -1.340 -2.024
C -2.174 -0.044 -2.462
S -1.191 1.106 -1.561
C -0.622 -0.054 -0.392
C 0.356 0.236 0.572
S 1.120 1.841 0.765
C 2.332 1.272 1.953
C 2.255 -0.037 2.377
S 1.061 -1.018 1.608
S -1.288 -1.689 -0.550
H -2.751 -2.123 -2.558
H -2.734 0.291 -3.346
H 3.009 1.986 2.403
H 2.831 -0.427 3.214
*
```

Its relative energy (zero: lowest compared OMol25 entry of this formula, charge and spin) is 0.038 eV. The HOMO energy comes out at -0.243 Eh. Its SMILES is C1=CSC(=C2SC=CS2)S1.



Record 3
# C22H37FNO18P

A 7-piece molecular cluster, C22H37FNO18P overall (ωB97M-V with the def2-TZVPD basis set, the OMol25 dataset).

Geometry as ORCA input:
```
! RIJCOSX wB97M-V def2-TZVPD def2/J DEFGRID3
* xyz 0 1
N -2.707 -1.682 2.310
C -3.356 -2.129 1.078
C -2.861 -1.366 -0.161
C -1.344 -1.498 -0.292
C -0.772 -0.806 -1.550
P 0.843 0.026 -1.140
F 2.400 0.703 -0.766
H -2.240 -2.426 2.799
H -3.333 -1.191 2.925
H -3.129 -3.182 0.898
H -4.443 -2.041 1.143
H -3.308 -1.867 -1.027
H -3.162 -0.316 -0.121
H -0.859 -1.080 0.595
H -1.136 -2.573 -0.343
H -0.570 -1.547 -2.327
H -1.494 -0.073 -1.923
H 0.903 0.695 -2.367
H 0.349 0.638 0.011
H 1.470 -1.219 -0.996
O 4.838 -4.589 1.720
C 4.697 -3.457 1.382
O 4.074 -2.509 2.113
C 4.294 -1.235 1.488
C 4.585 -1.630 0.057
O 5.140 -2.946 0.210
H 3.437 -0.586 1.618
H 5.157 -0.761 1.960
H 3.682 -1.697 -0.548
H 5.295 -0.975 -0.440
O -2.949 -2.578 -3.082
C -3.748 -2.071 -3.796
O -4.797 -1.328 -3.372
C -5.392 -0.696 -4.508
C -4.966 -1.609 -5.641
O -3.736 -2.148 -5.149
H -6.470 -0.633 -4.382
H -4.981 0.310 -4.605
H -5.669 -2.429 -5.803
H -4.801 -1.088 -6.580
O 1.775 0.439 2.256
C 2.325 1.058 3.111
O 3.538 0.746 3.638
C 3.959 1.847 4.455
C 2.644 2.514 4.804
O 1.826 2.172 3.682
H 4.504 1.485 5.322
H 4.610 2.492 3.862
H 2.192 2.097 5.705
H 2.717 3.593 4.903
O 3.432 6.853 1.090
C 3.318 5.805 0.541
O 3.067 4.632 1.160
C 2.764 3.650 0.152
C 3.444 4.220 -1.070
O 3.410 5.631 -0.801
H 3.144 2.673 0.433
H 1.683 3.589 0.034
H 4.484 3.903 -1.161
H 2.921 3.993 -1.995
O -4.670 -4.620 2.474
C -3.806 -5.412 2.304
O -2.654 -5.458 3.019
C -1.956 -6.658 2.676
C -2.510 -6.965 1.298
O -3.815 -6.381 1.358
H -0.883 -6.485 2.684
H -2.204 -7.429 3.407
H -1.944 -6.478 0.503
H -2.583 -8.029 1.087
O -0.120 3.220 -1.620
C -0.239 4.373 -1.888
O -0.845 5.285 -1.100
C -0.578 6.589 -1.634
C -0.287 6.282 -3.091
O 0.227 4.946 -3.020
H -1.437 7.237 -1.489
H 0.285 7.010 -1.116
H -1.188 6.277 -3.706
H 0.449 6.946 -3.535
*
```

The HOMO energy comes out at -0.303 Eh. Its SMILES is NCCCC[PH3]F.O=C1OCCO1.O=C1OCCO1.O=C1OCCO1.O=C1OCCO1.O=C1OCCO1.O=C1OCCO1.



Record 4
# C6H12O3

A single C6H12O3 molecule in a non-equilibrium geometry (ωB97M-V with the def2-TZVPD basis set, the OMol25 dataset).

Geometry as ORCA input:
```
! RIJCOSX wB97M-V def2-TZVPD def2/J DEFGRID3
* xyz 0 1
C 1.455 1.280 0.453
C 0.654 0.085 -0.049
C 1.407 -0.651 -1.155
C 0.124 -0.883 1.034
C -1.275 -1.014 0.396
O -2.386 -0.878 1.227
C -0.797 0.419 -0.495
O -1.351 1.490 0.182
O -1.135 0.328 -1.808
H 1.672 1.969 -0.364
H 2.402 0.938 0.870
H 0.913 1.823 1.225
H 1.568 0.004 -2.010
H 0.853 -1.521 -1.504
H 2.375 -0.983 -0.777
H 0.682 -1.811 1.145
H 0.050 -0.394 2.006
H -1.397 -1.943 -0.167
H -2.376 0.024 1.576
H -1.635 2.137 -0.478
H -1.803 -0.418 -1.307
*
```

Its relative energy (zero: lowest compared OMol25 entry of this formula, charge and spin) is 2.931 eV. The HOMO energy comes out at -0.335 Eh. Its SMILES is CC1(C)C[C@@H](O)C1(O)O.



Record 5
# C12H26Cl3InNO

C12H26Cl3InNO as an isolated structure in a non-equilibrium geometry (ωB97M-V with the def2-TZVPD basis set, the OMol25 dataset).

Geometry as ORCA input:
```
! RIJCOSX wB97M-V def2-TZVPD def2/J DEFGRID3
* xyz -1 1
C -0.211 -2.353 3.160
C -0.820 -3.172 2.041
C -2.331 -3.006 1.837
C -2.918 -1.603 1.950
C -2.964 -0.810 0.635
In -1.033 0.126 -0.027
C -0.915 0.145 -2.279
C 0.505 0.273 -2.632
C 1.239 -0.931 -3.087
N 1.145 1.375 -2.550
C -0.788 2.176 0.869
C 0.566 2.229 1.527
C 0.956 3.628 2.001
O 0.594 1.335 2.645
H 0.869 -2.448 3.089
H -0.424 -1.296 3.093
H -0.474 -2.759 4.128
H -0.287 -3.034 1.117
H -0.660 -4.217 2.308
H -2.548 -3.341 0.826
H -2.862 -3.691 2.487
H -3.959 -1.747 2.247
H -2.469 -1.006 2.736
H -3.659 0.012 0.781
H -3.413 -1.445 -0.124
H 0.367 -0.830 0.542
H -1.485 0.934 -2.743
H -1.263 -0.817 -2.645
H 2.031 -0.640 -3.764
H 1.672 -1.475 -2.255
H 0.574 -1.598 -3.625
H 0.503 2.088 -2.204
H -0.889 2.937 0.101
H -1.558 2.331 1.621
H 1.302 1.903 0.798
H 0.624 4.370 1.287
H 2.040 3.695 2.037
H 0.555 3.802 2.990
H 1.253 0.655 2.433
C 4.145 1.595 -4.608
Cl 3.427 2.828 -5.639
Cl 4.885 0.314 -5.580
Cl 5.329 2.306 -3.511
H 3.348 1.162 -4.011
*
```

The HOMO energy comes out at -0.166 Eh.



Record 6
# C5H10O2

A single C5H10O2 molecule (ωB97M-V with the def2-TZVPD basis set, the OMol25 dataset).

Geometry as ORCA input:
```
! RIJCOSX wB97M-V def2-TZVPD def2/J DEFGRID3
* xyz 0 1
C -2.461 0.332 -0.275
C -1.224 -0.534 -0.174
O -0.798 -0.538 1.189
C 0.481 0.058 1.184
C 1.023 -0.388 -0.155
C 2.317 0.295 -0.579
O -0.130 -0.069 -0.950
H -2.238 1.349 0.060
H -2.887 0.356 -1.281
H -3.203 -0.097 0.407
H -1.454 -1.574 -0.454
H 0.406 1.157 1.149
H 1.035 -0.249 2.072
H 1.150 -1.481 -0.162
H 2.309 0.587 -1.631
H 3.156 -0.392 -0.425
H 2.517 1.187 0.026
*
```

Its relative energy (zero: lowest compared OMol25 entry of this formula, charge and spin) is 1.465 eV. The HOMO energy comes out at -0.356 Eh. Its SMILES is C[C@@H]1OC[C@H](C)O1.



Number 1: E -2777.4395 a.u.. Number 2: E -1823.7274 a.u.. Number 3: E -2710.8289 a.u.. Number 4: E -461.4582 a.u.. Number 5: E -2173.4920 a.u.. Number 6: E -346.9716 a.u..